2 unconnected molecules or ions with the total composition C5H12, computed with ωB97M-V/def2-TZVPD.

Output
M in g mol⁻¹: 72.2
LUMO level in Eh: 0.0411
SMILES: C=CC.CC
Kohn-Sham gap in eV: 10.28
Net charge: 0
Max |F| in eV Å⁻¹: 2.7
Energy relative to the best compared isomer or geometry (same formula, charge and spin) in kJ/mol: 205.90

Last column: natural (NBO) charge in e.
Cartesian coordinates (Å):
C -1.186 2.658 -1.635  -0.42
C -1.923 2.291 -0.580  -0.16
C -1.359 1.526 0.550  -0.66
H -1.476 3.471 -2.311  0.20
H -0.325 2.105 -2.016  0.20
H -3.008 2.323 -0.455  0.20
H -0.279 1.437 0.317  0.20
H -1.711 0.483 0.537  0.22
H -1.444 2.064 1.487  0.23
C 1.113 -1.777 0.190  -0.61
C 2.018 -2.833 0.788  -0.62
H 1.569 -1.259 -0.660  0.21
H 0.115 -2.136 -0.106  0.20
H 0.848 -1.057 0.972  0.21
H 2.548 -3.588 0.188  0.21
H 1.555 -3.383 1.611  0.21
H 2.947 -2.327 1.122  0.20